This record from the Open Molecules 2025 dataset describes a structure of composition C29H30BF6NP2PtS in a non-equilibrium geometry. The level of theory is ωB97M-V with the def2-TZVPD basis set.

Structure (ORCA input):
```
! wB97M-V def2-TZVPD RIJCOSX def2/J DEFGRID3
* xyz 0 1
Pt -0.2601 0.1759 0.0566
C 3.4009 -1.8518 -5.1748
S 2.6314 -3.4884 -5.1082
C 1.5607 -3.2787 -3.6534
C 2.3040 -3.5073 -2.3418
C 1.3679 -3.6976 -1.1436
N 0.8743 -2.4323 -0.5874
P 1.8387 -1.2956 0.3024
C 2.7772 -0.3197 -0.9077
C 3.9661 0.2932 -0.5119
C 4.5964 1.1889 -1.3604
C 4.0323 1.4972 -2.5893
C 2.8398 0.9032 -2.9784
C 2.2081 0.0027 -2.1376
C 3.0365 -2.4604 1.0338
C 2.6324 -3.0986 2.2070
C 3.4340 -4.0664 2.7879
C 4.6580 -4.3828 2.2142
C 5.0756 -3.7264 1.0649
C 4.2727 -2.7626 0.4741
P -0.7559 -2.0796 -0.2035
C -1.0738 -2.8664 1.4105
C -0.5394 -4.1113 1.7347
C -0.7321 -4.6442 2.9996
C -1.4626 -3.9400 3.9472
C -2.0217 -2.7131 3.6196
C -1.8236 -2.1733 2.3579
C -1.7444 -3.0141 -1.3988
C -2.5497 -4.0880 -1.0245
C -3.3518 -4.7092 -1.9703
C -3.3638 -4.2551 -3.2808
C -2.5696 -3.1778 -3.6531
C -1.7717 -2.5472 -2.7139
H 4.0745 -1.8584 -6.0286
H 3.9665 -1.6565 -4.2654
H 2.6378 -1.0891 -5.3164
H 0.7641 -4.0142 -3.7749
H 1.1275 -2.2798 -3.7116
H 2.9748 -2.6708 -2.1415
H 2.9145 -4.4073 -2.4391
H 1.8958 -4.2684 -0.3718
H 0.4993 -4.2808 -1.4573
H 4.3748 0.0872 0.4705
H 5.5176 1.6654 -1.0503
H 4.5085 2.2224 -3.2359
H 2.3751 1.1757 -3.9144
H 1.2720 -0.4482 -2.4376
H 1.6877 -2.8233 2.6593
H 3.1090 -4.5632 3.6929
H 5.2918 -5.1314 2.6709
H 6.0350 -3.9647 0.6250
H 4.6105 -2.2514 -0.4175
H 0.0317 -4.6656 0.9992
H -0.3163 -5.6137 3.2431
H -1.5850 -4.3416 4.9445
H -2.6135 -2.1739 4.3475
H -2.2430 -1.2080 2.0991
H -2.5564 -4.4341 0.0003
H -3.9788 -5.5425 -1.6806
H -4.0117 -4.7241 -4.0098
H -2.5897 -2.8114 -4.6709
H -1.1929 -1.6713 -2.9898
F -0.8909 1.7918 -1.4266
B -0.9130 1.8179 -2.9039
F -2.1355 2.2984 -3.3037
F 0.1407 2.6115 -3.3216
F -0.7267 0.4740 -3.3062
F 1.7869 1.6002 1.4092
C 0.4191 1.5208 1.4472
F 0.1030 1.0827 2.6920
H 0.0220 2.5348 1.3271
*
```

Highest occupied orbital energy ... -8.3 eV
Gap between HOMO and LUMO ... 6.51 eV
ΔE to the lowest compared entry with this formula, charge and spin ... 0.00 kcal per mole
Energy ... -81697.0125 eV